The following is a DFT calculation (ωB97M-V with the def2-TZVPD basis set) of a cluster of 5 separate species, C32H61I3N8O2PS in total in a non-equilibrium geometry.

Last column: Löwdin charge in e.
Element x y z (Å)
C -4.50126 -3.45226 -3.05237  -0.102
C -3.41680 -4.50895 -3.24244  -0.238
C -2.01722 -3.92400 -2.98406  -0.189
C -1.60317 -4.09982 -1.52588  -0.220
N -0.50528 -3.20469 -1.13796  -0.030
C -0.69526 -2.38479 0.00674  -0.421
P -0.85179 -3.62307 1.43606  0.488
S 0.23331 -5.22368 1.32513  0.239
N -1.98848 -1.60227 -0.15550  0.032
C -3.07616 -1.50011 0.77460  -0.267
O -4.00225 -2.53076 0.49932  -0.203
C -4.76083 -2.91277 1.64245  -0.076
C -1.56415 -0.49523 -0.86551  -0.280
N -2.25797 -0.17231 -1.91290  0.204
C -1.90243 0.78555 -2.96291  -0.157
C -2.71604 0.50139 -4.24045  -0.279
C -3.30490 1.77591 -4.83975  -0.649
I -5.29392 2.11108 -4.14350  0.783
N -0.33967 -0.01231 -0.45427  0.054
C -0.19172 1.27497 0.18541  -0.615
I -1.68415 1.69811 1.75717  1.086
C -0.05391 2.60490 -0.59408  -0.776
C -1.31190 3.42716 -0.92010  -0.227
I 1.25611 2.49631 -2.28810  1.028
C 0.42256 -1.25556 0.08268  -0.297
O 1.10523 -1.10399 1.26740  -0.071
C 0.52370 -0.86897 2.55675  -0.246
C 1.17824 0.30926 3.25301  -0.219
C 2.70689 0.19032 3.29384  -0.226
C 3.35038 1.33471 4.09876  -0.091
C 1.60986 -1.48640 -0.94428  -0.255
C 2.62118 -0.35192 -0.76227  -0.086
C 2.36708 -2.83317 -0.74478  -0.163
C 2.44910 -3.78243 -1.94241  -0.231
C 2.83495 -3.10314 -3.27570  -0.084
H -4.46905 -2.72335 -3.86133  0.065
H -4.40005 -2.96321 -2.07980  0.052
H -5.49279 -3.90357 -3.08078  0.077
H -3.58104 -5.32370 -2.53901  0.111
H -3.45566 -4.88266 -4.26350  0.108
H -2.01381 -2.86333 -3.25996  0.094
H -1.26851 -4.40158 -3.61977  0.115
H -1.25037 -5.12805 -1.41713  0.109
H -2.47631 -3.99460 -0.88148  0.094
H -0.16410 -2.70076 -1.94024  0.101
H -2.21420 -3.91546 1.38062  -0.020
H -0.70838 -2.93184 2.63901  -0.024
H -2.76634 -1.54916 1.82513  0.108
H -3.57307 -0.53831 0.62910  0.106
H -5.21052 -2.04105 2.12136  0.096
H -5.54304 -3.57814 1.29773  0.099
H -4.12578 -3.41760 2.37538  0.082
H -3.09716 -0.72767 -2.03650  0.161
H -2.09255 1.79894 -2.64657  0.075
H -0.85096 0.61936 -3.17077  0.074
H -3.50671 -0.21498 -4.03555  0.066
H -2.06591 0.04938 -4.99132  0.118
H -2.72817 2.65202 -4.55161  0.030
H -3.31479 1.74199 -5.92316  0.046
H 0.72553 1.18870 0.76049  0.067
H 0.52295 3.21653 0.09926  0.058
H -1.52247 4.12425 -0.11504  0.060
H -2.18204 2.81549 -1.13418  0.040
H -1.12015 4.02800 -1.80841  0.053
H 0.74729 -1.74311 3.17612  0.114
H -0.56250 -0.79395 2.51551  0.043
H 0.93100 1.25494 2.77334  0.048
H 0.82068 0.32407 4.28272  0.129
H 3.08249 0.22042 2.27144  0.091
H 2.97701 -0.78359 3.70634  0.115
H 3.90486 1.99083 3.42889  0.067
H 4.06350 0.93069 4.80814  0.035
H 2.60017 1.92880 4.61360  0.070
H 1.19689 -1.43432 -1.95089  0.119
H 3.25077 -0.56353 0.09934  0.080
H 2.18272 0.62618 -0.60839  -0.027
H 3.27394 -0.33350 -1.63404  0.086
H 3.39737 -2.59497 -0.47806  0.117
H 1.95050 -3.35368 0.11486  0.060
H 3.23338 -4.50306 -1.70560  0.108
H 1.54260 -4.36719 -2.05405  0.083
H 2.90568 -2.02038 -3.20136  0.054
H 3.81042 -3.45464 -3.60973  0.072
H 2.13272 -3.37330 -4.06289  0.066
C 6.35630 1.05827 7.80335  -0.058
C 4.95276 0.75437 7.57117  -0.269
N 3.84492 0.51407 7.38706  0.139
H 6.44229 1.86395 8.52941  0.087
H 6.86532 0.17618 8.18582  0.087
H 6.82527 1.36695 6.87117  0.085
C 3.06989 5.94172 -1.11298  -0.073
C 3.24261 5.12499 0.07900  -0.296
N 3.35524 4.46090 1.00964  0.131
H 4.03319 6.12596 -1.58395  0.088
H 2.42300 5.42160 -1.81545  0.028
H 2.61657 6.89468 -0.84739  0.087
C -2.24336 5.67564 -7.65719  -0.063
C -1.34910 5.19047 -6.61623  -0.284
N -0.64284 4.81781 -5.79064  0.123
H -1.86747 5.37852 -8.63391  0.087
H -3.23829 5.25879 -7.51325  0.082
H -2.30277 6.76096 -7.61331  0.087
C 1.51245 2.84516 9.08499  -0.076
C 1.81624 4.24774 9.32609  -0.291
N 2.05425 5.35512 9.51240  0.123
H 2.22050 2.42923 8.36987  0.047
H 1.58263 2.28507 10.01509  0.083
H 0.50405 2.74875 8.68781  0.080

Values from the calculation:
2S+1: 1
HOMO energy (eV): -11.1
Total charge: +1
Maximum force (eV/A): 1.43